21
Properties=species:S:1:pos:R:3:forces:R:3 method="wB97M-V/def2-TZVPD" homo_lumo_gap_ev=10.27 lumo_energy_ev=0.76 smiles="CCNC(C)=O.O.O" homo_ev=-9.51 e_above_lowest_ev=2.1189 energy_ev=-11990.352
C 1.7017 -1.0517 1.0729 0.95 -3.31 2.13
C 1.0612 -1.1555 -0.3060 -1.55 2.12 0.51
N 0.0406 -0.0893 -0.5569 -2.03 -1.56 1.46
C 0.1979 1.2692 -0.6931 -4.21 -1.56 -0.61
C 1.4246 2.0145 -0.4574 1.27 1.16 0.15
O -0.8682 1.8856 -0.9621 1.63 0.17 0.34
H 2.5840 -1.8330 1.1337 -1.62 1.31 -0.19
H 0.9553 -1.4473 1.8578 0.96 0.61 -1.22
H 2.1534 -0.1631 1.5625 -0.60 0.08 -1.28
H 1.6422 -0.9463 -1.1373 2.38 -0.25 -1.21
H 0.5503 -2.1057 -0.5442 0.37 0.37 0.73
H -0.9697 -0.4988 -0.3501 2.71 1.88 -1.02
H 2.3508 1.4359 -0.3711 -0.22 0.09 -0.42
H 1.4826 2.8943 -1.1540 0.10 -1.09 0.53
H 1.2692 2.4501 0.5362 0.06 0.05 -0.03
O -1.8313 -1.7812 1.2920 -2.04 -6.66 -2.22
H -2.0531 -0.9328 1.2133 -1.18 5.99 0.02
H -2.6532 -2.1398 0.6960 3.05 0.77 2.20
O -3.1050 0.4114 -0.6058 -2.05 0.98 -3.29
H -2.3825 1.0360 -0.7289 1.38 0.49 0.63
H -3.5507 0.7475 -1.4974 0.67 -1.63 2.77

=====

15
Properties=species:S:1:pos:R:3:forces:R:3 method="wB97M-V/def2-TZVPD" homo_lumo_gap_ev="8.62 / 6.74" lumo_energy_ev="0.67 / -0.81" homo_ev="-7.95 / -7.54" e_above_lowest_ev=3.8713 energy_ev=-79325.952
C -1.2766 0.0667 -0.0840 -1.31 0.66 0.13
C -0.4385 -0.8685 -0.0979 0.24 -0.03 0.01
C -1.0592 1.5523 -0.1945 -0.20 -0.27 -0.32
C -0.0401 -2.2628 -0.0428 0.02 -0.05 -0.02
N 1.1579 1.0633 -0.4268 -1.12 -0.94 -1.00
N 2.2891 1.0389 0.2553 0.36 0.71 0.74
O 0.2483 1.8532 0.2249 1.10 0.41 0.68
Br -3.3873 -0.1955 0.0725 0.93 -0.09 -0.09
H -1.2254 1.8586 -1.2349 0.04 0.03 0.12
H -1.7205 2.1177 0.4645 0.12 -0.12 -0.11
H -0.1308 -2.6333 0.9786 0.05 -0.07 0.01
H 0.9950 -2.3827 -0.3667 0.02 -0.08 0.00
H -0.6774 -2.8668 -0.6926 0.02 -0.03 0.00
H 2.9761 0.3962 -0.1014 -0.15 0.05 -0.02
H 2.2893 1.2625 1.2458 -0.13 -0.18 -0.12

=====

27
Properties=species:S:1:pos:R:3:forces:R:3 method="wB97M-V/def2-TZVPD" homo_lumo_gap_ev="7.29 / 8.04" lumo_energy_ev="-1.16 / -0.62" homo_ev="-8.45 / -8.66" e_above_lowest_ev=4.0923 energy_ev=-26850.636
B -0.4886 -2.2372 0.1357 -1.93 0.87 1.62
C 1.5431 0.2582 1.5246 -1.27 -0.73 -1.39
C 2.1268 -0.6290 0.7220 1.30 0.06 0.49
C 0.2435 0.9067 1.1925 2.85 1.03 0.92
C -0.9223 0.6207 0.8100 -1.40 1.10 -0.27
C 0.4973 -1.8111 -0.9031 3.03 1.11 0.81
C 1.8471 -1.1064 -0.6505 -0.01 -0.36 -2.10
C 2.1832 0.0736 -1.7633 -0.11 -0.46 2.76
C -2.2588 2.6037 -0.4271 -1.13 -2.53 1.45
C -2.2248 1.1095 0.3047 2.42 1.92 -0.45
O -0.2638 -2.2916 1.5129 0.60 -0.38 -0.75
O -1.8348 -2.2785 -0.2387 0.24 -0.38 -0.46
Cl 0.6908 2.8333 1.4457 -0.63 -0.84 -0.20
H 2.0021 0.5246 2.4425 0.20 0.26 0.68
H 3.0906 -1.0704 1.0133 -0.39 0.54 0.62
H 0.4507 -2.0956 -1.9055 -0.63 -0.44 -1.56
H 2.6924 -1.8072 -0.8602 -0.93 -0.18 0.02
H 3.2834 0.3663 -1.6755 -1.57 -0.51 -0.38
H 1.5723 0.8498 -1.2921 0.22 0.55 -0.83
H 1.8261 -0.1806 -2.7585 0.27 -0.02 0.03
H -2.9304 2.3872 -1.2255 -0.58 0.19 -0.84
H -1.3722 3.0322 -0.8510 0.60 0.02 0.44
H -2.8269 3.1955 0.2933 0.65 0.52 -0.25
H -2.4412 0.3537 -0.3843 -1.03 -0.95 -1.43
H -2.9670 1.1449 1.0594 -0.65 -0.20 0.84
H -1.1102 -2.3391 1.9592 0.07 -0.06 0.39
H -2.4085 -2.4132 0.5197 -0.19 -0.12 -0.15

=====

68
Properties=species:S:1:pos:R:3:forces:R:3 method="wB97M-V/def2-TZVPD" homo_lumo_gap_ev=6.98 lumo_energy_ev=0.15 homo_ev=-6.83 e_above_lowest_ev=0.6103 energy_ev=-208268.479
Zr 0.0592 -1.0740 -0.5572 0.27 0.04 0.49
C 3.9343 -2.7578 1.7947 0.07 -0.09 0.08
C 2.5655 -2.2087 1.5129 -0.04 0.10 -0.04
S 2.5150 -1.1698 0.0760 -0.28 -0.09 -0.06
C 1.4993 -2.4400 2.3006 0.07 0.03 -0.16
C 1.5970 -3.2603 3.5631 0.01 -0.10 0.09
S -0.0924 -1.7552 1.9654 -0.10 0.13 -0.21
H 4.3930 -3.1228 0.8764 -0.02 0.00 -0.02
H 3.9046 -3.5810 2.5077 0.00 0.03 0.01
H 4.5862 -1.9799 2.2032 -0.01 0.02 -0.02
H 2.0022 -4.2550 3.3627 -0.01 0.01 0.00
H 0.6140 -3.3878 4.0112 0.00 0.01 0.00
H 2.2449 -2.7849 4.3030 0.01 0.01 -0.01
O -0.9285 1.4143 -5.6694 0.00 0.01 -0.06
C -1.8711 1.1665 -4.6369 -0.01 0.01 0.00
C -1.1959 0.4053 -3.4824 -0.01 0.02 0.00
C 0.0309 1.2371 -3.1084 0.10 0.01 0.13
O 0.7634 0.7531 -1.9464 0.06 0.01 -0.13
C -2.2581 0.4092 -2.3514 -0.01 0.10 -0.11
Se -2.5377 -1.1668 -1.1838 0.00 -0.08 0.08
C -0.8206 -0.9925 -3.9913 -0.07 0.11 -0.02
Se 0.6206 -1.9618 -3.0560 0.13 -0.04 -0.20
H -1.3895 1.7632 -6.4377 0.02 -0.01 0.03
H -2.7062 0.5587 -5.0036 0.01 0.00 0.01
H -2.2770 2.1143 -4.2583 0.00 -0.02 0.02
H -0.2607 2.2633 -2.8710 -0.05 -0.03 -0.01
H 0.7249 1.2648 -3.9460 -0.04 0.03 -0.02
H 1.5241 0.2784 -2.3301 -0.10 -0.10 0.08
H -3.2408 0.5199 -2.8121 0.01 -0.01 0.00
H -2.1227 1.3008 -1.7346 -0.01 -0.04 0.03
H -0.4854 -0.9006 -5.0234 0.01 -0.03 0.01
H -1.7174 -1.6147 -3.9676 0.03 -0.02 0.02
C -1.6261 -4.6548 -2.3808 0.00 0.04 0.01
N -0.2838 -5.1225 -2.0980 0.04 -0.03 0.10
C 0.5892 -4.6114 -1.2264 0.01 0.09 -0.07
N 0.0982 -3.6744 -0.2938 0.05 0.08 0.08
S 2.1917 -5.0182 -1.2044 0.02 -0.05 0.00
H -1.6155 -3.9233 -3.1906 -0.03 -0.02 0.01
H -2.0628 -4.1639 -1.5156 -0.02 -0.03 -0.01
H -2.2532 -5.5047 -2.6461 0.00 0.00 -0.02
H 0.1600 -5.7140 -2.7830 -0.04 0.00 -0.02
H -0.8371 -3.8606 0.0572 0.01 -0.02 -0.05
H 0.7455 -3.6606 0.4954 -0.01 0.05 -0.01
N -0.4538 0.8647 0.4789 0.08 0.19 -0.11
S 0.3666 1.4096 1.7422 -0.10 -0.49 0.09
C 0.9585 3.0238 1.2990 0.00 0.12 -0.06
C 0.1633 4.1629 1.3160 0.01 -0.04 0.01
C 0.6991 5.3607 0.8728 -0.01 0.02 -0.01
C 2.0101 5.4106 0.4156 0.01 0.03 -0.01
C 2.7938 4.2665 0.3973 0.00 -0.04 0.01
C 2.2700 3.0613 0.8418 -0.02 0.03 0.00
C -0.8518 1.7933 2.9908 0.06 0.14 0.07
C -0.4507 2.4784 4.1321 -0.04 0.00 -0.01
C -1.3757 2.7116 5.1340 -0.01 -0.01 0.02
C -2.6806 2.2497 4.9983 0.02 0.03 0.04
C -3.0584 1.5501 3.8652 -0.03 -0.04 -0.05
C -2.1404 1.3106 2.8495 0.06 -0.02 -0.02
H -0.9878 1.6156 0.0483 -0.03 -0.08 -0.02
H -0.8539 4.1139 1.6839 -0.01 0.01 0.00
H 0.0951 6.2583 0.8854 -0.01 0.00 0.00
H 2.4227 6.3506 0.0736 0.00 0.00 0.00
H 3.8137 4.3094 0.0403 0.01 0.00 0.00
H 2.8596 2.1521 0.8252 0.01 -0.01 0.00
H 0.5680 2.8319 4.2358 0.01 0.00 -0.02
H -1.0784 3.2475 6.0254 0.00 0.01 0.00
H -3.3982 2.4292 5.7878 -0.01 0.00 0.00
H -4.0684 1.1745 3.7680 0.00 0.00 0.00
H -2.4032 0.7364 1.9694 -0.02 0.01 -0.01